A structure of composition C13H9F2N3O2Os, computed with the ωB97M-V functional and the def2-TZVPD basis.

* <S²>: 6.02
* spin multiplicity: 5
* highest occupied orbital energy (alpha / beta): -16.71 / -17.06 eV
* total charge: +2
* relative energy (zero: lowest compared OMol25 entry of this formula, charge and spin): 0.302 eV
* frontier orbital gap (alpha / beta): 8.29 / 5.61 eV
* LUMO energy (alpha / beta): -0.3094 / -0.4207 Ha
* E_tot: -30074.638 eV

```
30
Properties=species:S:1:pos:R:3:forces:R:3:nbo_charge:R:1
Os -0.000535 0.339278 -0.704149 -0.011 -0.182 -0.181 1.395
O 1.228872 -1.266452 2.856921 -0.257 -0.133 0.318 -0.245
C 1.180824 -0.806016 1.741022 -0.287 0.192 -0.552 0.657
N -0.000807 -0.510092 1.101208 0.001 -0.105 0.449 -0.704
C -1.182483 -0.806158 1.740649 0.281 0.197 -0.544 0.648
O -1.231276 -1.265985 2.856832 0.260 -0.134 0.312 -0.245
C -2.357471 -0.523592 0.842119 0.218 -0.001 -0.041 0.102
C -3.641255 -0.783527 1.235001 -0.068 -0.006 0.038 -0.151
C -4.672744 -0.526362 0.328282 -0.037 0.011 -0.045 -0.077
C -4.364292 -0.032948 -0.924720 -0.123 -0.022 0.079 -0.191
C -3.039501 0.203784 -1.258057 0.212 -0.014 0.166 0.115
N -2.038566 -0.033160 -0.396041 -0.341 0.045 -0.148 -0.505
C 2.355773 -0.523698 0.842469 -0.218 -0.001 -0.040 0.092
C 3.639607 -0.782447 1.235666 0.067 -0.005 0.040 -0.149
C 4.671055 -0.524771 0.329097 0.041 0.009 -0.046 -0.077
C 4.362503 -0.032320 -0.924244 0.124 -0.021 0.079 -0.191
C 3.037616 0.203468 -1.257937 -0.211 -0.015 0.168 0.116
N 2.036796 -0.034021 -0.395957 0.343 0.047 -0.147 -0.501
H -3.830259 -1.177241 2.224914 -0.027 0.005 -0.006 0.278
H -5.700898 -0.713890 0.607981 0.001 -0.006 0.007 0.272
H -5.136742 0.176738 -1.651561 0.006 -0.001 0.004 0.276
H -2.766650 0.604490 -2.223459 0.032 -0.017 -0.021 0.243
H 3.828664 -1.175062 2.225946 0.028 0.004 -0.004 0.278
H 5.699344 -0.710979 0.609379 -0.002 -0.006 0.005 0.272
H 5.134981 0.178010 -1.650910 -0.007 -0.001 0.005 0.276
H 2.764600 0.604864 -2.222872 -0.032 -0.017 -0.023 0.244
F 1.121303 2.753629 -1.286346 -0.022 0.035 -0.083 -0.336
C 0.003438 2.129361 -1.780516 0.019 0.354 0.467 0.261
F -1.084615 2.770443 -1.240671 0.016 0.029 -0.081 -0.336
H -0.017273 2.264643 -2.860048 -0.009 -0.242 -0.174 0.186
```
Positions in Å, forces in eV/Å.